(1)
Molecular formula: CH3NO
Method: DFT, wB97M-V/def2-TZVPD

Calculated values
SMILES = C=NO
Spin multiplicity = 1
Energy = -169.76047 hartree
Gap between HOMO and LUMO = 11.031 eV
Energy above the lowest of the compared OMol25 structures with the same formula, charge and spin = 4.0035 eV
F_max = 6.5 eV Å⁻¹

```
6
Properties=species:S:1:pos:R:3:forces:R:3:mulliken_charge:R:1
C 0.85261 0.12006 -0.11896 1.5 -1.1 3.9 -0.253
N -0.18070 -0.65824 0.02485 1.8 2.7 0.0 -0.233
O -1.33721 0.21963 0.08610 -2.2 -5.4 -2.8 -0.398
H 0.67697 1.24518 -0.03679 0.4 -1.5 -0.6 0.283
H 1.96554 -0.33117 0.41446 -3.4 1.2 -2.5 0.206
H -1.97721 -0.59547 -0.36967 1.8 4.1 2.1 0.395
```
Positions in Å, forces in eV/Å.

(2)
Molecular formula: C5H11N
Method: DFT, wB97M-V/def2-TZVPD

Calculated values
SMILES = C[C@@H]1[C@H](C)N1C
Spin multiplicity = 1
Energy = -251.81312 hartree
Gap between HOMO and LUMO = 10.152 eV
Energy above the lowest of the compared OMol25 structures with the same formula, charge and spin = 1.3446 eV
F_max = 0.3 eV Å⁻¹

```
17
Properties=species:S:1:pos:R:3:forces:R:3:mulliken_charge:R:1
C 2.09925 -0.17680 -0.02678 0.0 0.1 0.0 -1.392
C 0.69924 -0.48381 -0.50515 0.2 -0.1 -0.1 0.349
C -0.44061 0.50487 -0.56431 -0.1 0.1 0.0 -0.136
C -0.56615 1.90287 0.01840 0.1 0.1 0.0 -1.194
N -0.36987 -0.50425 0.45733 0.0 -0.1 0.1 -0.251
C -1.40257 -1.50476 0.57216 -0.1 -0.2 0.0 -0.895
H 2.56603 -1.05787 0.43210 -0.2 0.1 -0.1 0.303
H 2.73643 0.13021 -0.86463 -0.1 0.0 0.1 0.313
H 2.08145 0.62436 0.71790 0.0 -0.1 -0.1 0.334
H 0.66146 -1.25352 -1.28946 -0.1 0.2 0.1 0.378
H -1.09383 0.32465 -1.42796 0.0 -0.1 0.3 0.412
H -1.23838 1.81482 0.88041 0.1 0.1 -0.2 0.244
H -1.01811 2.61022 -0.68205 0.2 -0.1 0.0 0.345
H 0.37225 2.32387 0.39174 0.0 -0.1 -0.1 0.277
H -2.35061 -0.97301 0.72111 0.1 -0.2 0.0 0.296
H -1.21893 -2.10877 1.46700 0.0 0.0 -0.2 0.306
H -1.51705 -2.17308 -0.29781 0.1 0.2 0.0 0.308
```
Positions in Å, forces in eV/Å.

(3)
Molecular formula: C5H10O
Method: DFT, wB97M-V/def2-TZVPD

Calculated values
Spin multiplicity = 1
Energy = -271.56840 hartree
Gap between HOMO and LUMO (spin up / spin down) = 8.377 / 7.318 eV
Energy above the lowest of the compared OMol25 structures with the same formula, charge and spin = 5.0129 eV
F_max = 1.6 eV Å⁻¹

```
16
Properties=species:S:1:pos:R:3:forces:R:3:mulliken_charge:R:1
C 2.40331 0.22245 -0.50832 0.0 0.1 -0.1 -1.150
C 1.33125 -0.26175 0.45917 0.2 -0.4 0.1 -0.175
O 0.17618 0.52444 0.36009 -0.5 0.1 0.5 -0.401
C -1.34163 -0.30328 0.31682 1.4 -0.2 -0.8 0.503
C -2.42751 0.25650 0.99030 -0.6 0.6 1.0 -0.943
C -1.38954 0.02359 -1.05048 -0.5 -0.3 -0.9 -0.611
H 3.31248 -0.38677 -0.43940 -0.2 0.1 0.0 0.350
H 2.66404 1.26382 -0.29533 0.0 -0.1 0.0 0.276
H 2.02807 0.17308 -1.53672 0.1 0.0 0.1 0.291
H 1.10419 -1.32643 0.24819 0.0 0.2 0.0 0.246
H 1.71884 -0.22506 1.49083 -0.1 0.0 -0.1 0.256
H -1.03567 -1.31375 0.58967 -0.1 0.2 0.0 0.272
H -2.81645 -0.16800 1.91102 0.1 0.0 -0.2 0.281
H -2.86124 1.18901 0.64394 0.1 -0.1 0.0 0.264
H -1.11385 -0.67162 -1.83969 0.0 0.1 0.2 0.283
H -1.75248 1.00378 -1.34009 0.0 -0.1 0.1 0.258
```
Positions in Å, forces in eV/Å.

(4)
Molecular formula: CH3I3Si
Method: DFT, wB97M-V/def2-TZVPD

Calculated values
SMILES = IC[SiH](I)I
Spin multiplicity = 1
Energy = -1222.53816 hartree
Gap between HOMO and LUMO = 9.483 eV
Energy above the lowest of the compared OMol25 structures with the same formula, charge and spin = 1.5042 eV
F_max = 2.3 eV Å⁻¹

```
8
Properties=species:S:1:pos:R:3:forces:R:3:mulliken_charge:R:1
I 1.58258 1.29694 1.30297 0.1 0.2 0.0 0.084
C 0.37573 0.10363 0.08009 -1.5 -1.3 -1.3 -0.819
Si -1.52370 0.24818 0.27188 0.4 0.4 1.1 0.213
I -2.16290 -1.41914 -1.42252 -0.2 0.1 0.4 -0.066
I -2.54530 2.41804 -0.22907 0.2 -0.3 -0.1 -0.041
H 0.44992 -0.98413 0.41569 0.5 1.3 -0.7 0.325
H 0.54368 0.21222 -1.05760 0.3 -0.2 2.0 0.344
H -1.91199 0.08097 1.77271 0.2 -0.3 -1.4 -0.040
```
Positions in Å, forces in eV/Å.

(5)
Molecular formula: C15H34O14
Method: DFT, wB97M-V/def2-TZVPD

Calculated values
SMILES = O=C1OC(=O)C(COc2ccccc2)=C1CCCCO.O.O.O.O.O.O.O.O.O
Spin multiplicity = 1
Energy = -1645.30483 hartree
Gap between HOMO and LUMO = 8.095 eV
Energy above the lowest of the compared OMol25 structures with the same formula, charge and spin = 0.0000 eV
F_max = 1.5 eV Å⁻¹

```
63
Properties=species:S:1:pos:R:3:forces:R:3:mulliken_charge:R:1
O 3.99176 -1.66960 0.38114 0.8 -0.3 -0.3 -0.516
C 2.83808 -1.44524 0.30112 -0.8 -0.3 0.2 0.105
O 1.94319 -1.96692 1.25545 0.6 0.3 0.6 -0.323
C 0.81149 -1.21941 1.14559 0.0 0.5 -1.2 -0.099
O 0.02138 -1.02103 1.99752 -0.5 -0.4 1.3 -0.453
C 0.79992 -0.61093 -0.21308 0.2 0.1 -0.4 0.882
C -0.41233 -0.02300 -0.83805 -0.4 -0.4 0.0 -0.795
O -1.54948 -0.61017 -0.22744 -0.2 0.1 -0.1 -0.123
C -2.69656 0.17810 -0.19300 0.0 0.0 0.1 0.161
C -2.74410 1.26473 0.67687 -0.1 0.0 -0.2 -0.097
C -3.90205 2.02785 0.77966 0.2 -0.4 -0.4 -0.619
C -5.00327 1.70378 -0.00979 0.3 -0.2 0.0 -0.700
C -4.94017 0.61483 -0.87218 0.1 0.0 0.1 -0.393
C -3.79129 -0.17364 -0.96883 -0.2 0.6 0.3 -0.660
C 2.03800 -0.67849 -0.69653 0.2 -0.4 0.1 0.394
C 2.62442 -0.18380 -1.96484 -0.7 0.8 -0.1 -0.296
C 3.29185 1.20521 -1.85169 0.6 -0.7 -0.2 -1.361
C 4.19287 1.39119 -0.63996 -0.4 1.2 0.0 -0.190
C 3.42076 1.87031 0.59856 0.3 0.0 0.2 -0.613
O 3.74677 1.19086 1.80446 -0.2 -0.3 0.1 -0.560
H -0.41117 1.06552 -0.78522 -0.1 0.1 0.2 0.503
H -0.43190 -0.30220 -1.89549 0.2 0.2 -0.2 0.310
H -1.87353 1.48525 1.27719 0.1 0.0 0.1 0.472
H -3.92019 2.85093 1.47562 -0.1 0.1 0.1 0.422
H -5.91576 2.27456 0.05326 -0.1 0.1 0.0 0.391
H -5.80252 0.36286 -1.46911 -0.1 0.0 -0.1 0.503
H -3.79200 -1.02647 -1.62608 0.2 -0.1 -0.1 0.593
H 1.80509 -0.05493 -2.67302 -0.1 -0.2 -0.1 0.407
H 3.29652 -0.91494 -2.39479 0.3 -0.1 0.1 0.112
H 3.90610 1.29538 -2.74105 0.0 0.1 -0.2 0.407
H 2.56269 2.01060 -1.90073 -0.3 0.0 0.1 0.460
H 4.81025 0.53128 -0.43436 -0.1 -0.4 0.1 0.049
H 4.87943 2.19826 -0.88420 0.3 0.0 -0.1 0.664
H 2.34603 1.77261 0.45234 -0.1 -0.1 0.0 0.151
H 3.61719 2.93058 0.75677 0.0 0.2 -0.1 0.426
H 4.58403 0.73404 1.69081 0.1 0.0 0.0 0.338
O -4.42609 -0.41135 -4.09466 0.0 -0.1 -0.1 -0.584
H -3.48051 -0.35376 -4.26239 0.0 0.0 0.0 0.291
H -4.79295 -0.77788 -4.90559 0.0 0.0 0.0 0.301
O 5.69422 -0.41169 -2.55877 0.5 0.0 0.1 -0.549
H 5.88819 -1.33681 -2.36427 -0.2 0.0 -0.1 0.271
H 6.49342 -0.09388 -2.99467 -0.1 0.0 -0.1 0.259
O -5.17921 0.51328 3.28434 0.0 0.0 0.0 -0.614
H -4.62015 0.73246 4.03747 0.0 0.0 0.2 0.321
H -4.92527 -0.38844 3.06474 0.0 0.0 0.0 0.294
O -0.75528 0.35674 4.60588 -0.2 0.0 0.0 -0.636
H 0.18947 0.28338 4.43934 0.0 0.0 0.0 0.292
H -1.15397 -0.08757 3.84886 0.1 0.0 0.0 0.407
O -8.12394 -0.46145 -0.60309 -0.1 0.0 0.0 -0.616
H -8.81799 -0.18281 0.00216 0.0 0.0 0.0 0.307
H -7.63314 -1.12890 -0.11317 0.0 0.0 0.0 0.316
O 7.35215 1.46249 -0.09393 0.0 -0.1 0.0 -0.612
H 6.91348 0.81392 -0.65804 0.0 0.0 0.0 0.336
H 7.92645 0.94199 0.47671 0.0 0.0 0.0 0.312
O -3.39127 0.56721 6.36496 0.0 0.0 -0.2 -0.650
H -2.50754 0.32278 6.06106 0.1 0.0 0.0 0.314
H -3.35910 1.52609 6.43228 0.0 0.0 0.1 0.318
O 4.04512 -3.12444 -3.71729 -0.1 0.0 0.1 -0.620
H 3.47226 -3.48337 -3.03165 0.1 -0.1 0.0 0.307
H 3.55034 -3.25772 -4.53200 0.1 0.0 0.0 0.304
O -1.19814 -3.93261 0.72765 0.1 0.1 -0.1 -0.681
H -0.30626 -4.17790 0.46395 0.0 0.0 0.1 0.306
H -1.19575 -2.96773 0.75326 -0.1 0.0 0.0 0.351
```
Positions in Å, forces in eV/Å.

- F_max of number 4 (CH3I3Si)?
  2.3 eV Å⁻¹

- spin multiplicity of number 4 (CH3I3Si)?
  1